{"formula": "C23H64N5O10Zn", "method": "ωB97M-V with the def2-TZVPD basis set", "homo_ev": -11.08, "total_charge": 1, "species": ["Zn", "O", "C", "O", "O", "H", "C", "C", "C", "O", "C", "N", "H", "H", "H", "H", "H", "H", "H", "H", "H", "H", "H", "C", "C", "C", "O", "C", "N", "H", "H", "H", "H", "H", "H", "H", "H", "H", "H", "H", "C", "C", "C", "O", "C", "N", "H", "H", "H", "H", "H", "H", "H", "H", "H", "H", "H", "C", "C", "C", "O", "C", "N", "H", "H", "H", "H", "H", "H", "H", "H", "H", "H", "H", "C", "C", "C", "O", "C", "N", "H", "H", "H", "H", "H", "H", "H", "H", "H", "H", "H", "C", "O", "H", "H", "H", "H", "C", "O", "H", "H", "H", "H"], "xyz": [[22.8835, 15.1906, -6.1904], [20.5281, 14.0073, -1.1345], [21.0972, 14.2323, -2.3005], [20.6685, 13.7256, -3.3551], [22.1289, 14.8586, -2.4437], [19.7138, 13.6862, -1.5287], [24.9400, 9.8721, 1.8092], [26.0620, 10.7071, 1.2622], [26.3746, 10.3012, -0.2064], [26.8710, 8.9896, -0.1506], [27.3667, 8.4943, -1.3952], [25.7202, 12.1356, 1.4498], [23.9879, 10.1472, 1.3553], [24.8333, 9.9529, 2.8909], [25.1532, 8.8174, 1.6353], [26.9843, 10.5427, 1.8192], [27.1691, 10.9330, -0.6036], [25.5219, 10.3499, -0.8836], [28.1086, 9.1613, -1.8341], [26.5648, 8.4170, -2.1295], [27.8253, 7.5072, -1.3368], [25.0685, 12.2690, 2.2098], [25.3253, 12.6222, 0.6578], [16.3534, 16.0566, -8.8443], [16.3266, 15.7982, -10.3701], [16.8914, 16.9134, -11.2494], [16.6339, 16.7508, -12.6394], [17.2862, 17.8143, -13.4371], [17.0593, 14.5399, -10.5689], [17.3224, 16.3922, -8.4750], [16.1261, 15.1262, -8.3238], [15.5734, 16.7398, -8.5083], [15.2861, 15.6254, -10.6448], [17.9697, 16.8935, -11.0912], [16.5540, 17.8752, -10.8631], [17.2150, 17.6256, -14.5083], [18.3503, 17.8119, -13.2008], [16.8040, 18.7769, -13.2670], [16.8652, 14.2436, -11.5148], [16.4088, 13.9145, -10.1153], [14.0016, 14.8887, 0.3185], [14.5523, 14.6495, -1.0802], [14.7622, 13.1188, -1.3490], [15.7078, 12.6443, -0.3661], [15.7121, 11.1984, -0.1813], [13.6396, 15.2674, -2.0759], [14.8659, 14.8196, 0.9791], [13.2303, 14.1793, 0.6185], [13.6346, 15.9135, 0.3751], [15.5291, 15.1120, -1.2222], [15.1559, 12.8680, -2.3340], [13.8133, 12.5911, -1.2526], [16.1442, 10.6384, -1.0106], [14.7253, 10.8090, 0.0693], [16.4247, 10.9825, 0.6148], [13.9522, 16.2125, -2.2468], [13.8582, 14.9357, -3.0045], [19.3211, 23.7658, -1.8944], [19.8608, 22.4300, -2.4131], [20.0741, 21.3391, -1.3537], [21.0758, 21.7321, -0.3989], [21.2776, 20.7565, 0.5850], [18.9573, 21.9366, -3.4247], [19.9526, 23.9868, -1.0339], [18.2759, 23.7892, -1.5861], [19.4439, 24.5854, -2.6025], [20.7887, 22.5420, -2.9738], [20.2962, 20.3670, -1.7940], [19.1008, 21.2349, -0.8741], [21.5291, 19.8130, 0.1007], [20.4510, 20.5649, 1.2692], [22.0855, 21.0660, 1.2480], [19.4459, 21.1144, -3.7495], [19.2057, 22.6178, -4.1278], [23.1151, 10.2712, -9.3351], [23.2967, 11.3781, -8.2638], [24.8358, 11.4762, -7.9255], [24.9935, 12.4882, -6.9454], [26.3213, 12.7176, -6.6237], [22.9769, 12.6511, -8.8463], [23.5994, 9.3349, -9.0576], [23.4957, 10.6160, -10.2965], [22.0548, 10.0673, -9.4839], [22.6769, 11.0780, -7.4189], [25.3700, 11.6410, -8.8612], [25.1365, 10.5269, -7.4820], [26.4740, 13.5424, -5.9276], [26.8610, 13.0744, -7.5009], [26.8664, 11.8962, -6.1587], [23.3866, 12.6362, -9.7694], [22.0157, 12.5130, -9.1241], [27.2707, 19.6083, -1.8252], [28.6088, 19.2287, -1.9384], [26.6074, 18.7501, -1.7177], [27.1026, 20.3337, -1.0292], [26.9257, 20.1518, -2.7048], [28.7228, 18.5225, -1.2982], [19.2467, 13.1230, 4.6339], [20.1335, 14.0743, 4.0367], [18.2703, 13.2179, 4.1588], [19.6130, 12.1078, 4.4813], [19.1058, 13.4166, 5.6741], [20.1038, 13.8744, 3.0983]]}